Entry from the OMol25 dataset: one molecule with the formula C20H23N3O7 (ωB97M-V/def2-TZVPD).

Computed properties:
- Energy relative to the best compared isomer or geometry (same formula, charge and spin): 0.00 kJ/mol
- HOMO-LUMO gap: 9.07 eV
- DFT total energy: -1467.00790 Eh
- Structure (SMILES): CCOC(=O)c1ccccc1NC(=O)COC(=O)CN1C(=O)NC2(CCCC2)C1=O
- LUMO: 0.546 eV
- Max |F|: 0.013 hartree/bohr

The geometry in ORCA input format:
```
! wB97M-V def2-TZVPD RIJCOSX def2/J DEFGRID3
* xyz 0 1
C 0.23669 -2.85801 2.99189
C -0.14992 -2.30036 1.62906
H -0.84247 -2.96961 1.11350
H -0.60825 -1.31167 1.74193
O 0.97547 -2.19890 0.76082
C 1.77237 -1.13568 0.91335
O 1.55775 -0.27657 1.74793
C 2.91241 -1.15245 -0.02189
C 3.30921 -2.36335 -0.58962
C 4.36844 -2.42140 -1.47093
C 5.04155 -1.25616 -1.80971
C 4.66363 -0.04458 -1.26754
C 3.60291 0.02785 -0.36506
N 3.19040 1.22821 0.18737
C 3.51863 2.48855 -0.17109
O 4.39717 2.82503 -0.93185
C 2.65208 3.55155 0.53038
H 3.27158 4.10490 1.24056
H 2.27236 4.23794 -0.23386
O 1.57607 2.97589 1.25607
C 0.36918 2.96264 0.68736
O 0.06377 3.55260 -0.31010
C -0.57615 2.07835 1.49496
N -1.32875 1.25925 0.57645
C -2.68741 1.13174 0.56302
O -3.45217 1.62103 1.35299
C -3.02714 0.24393 -0.62988
N -1.71277 -0.04368 -1.15471
C -0.72211 0.59404 -0.49855
O 0.45913 0.58971 -0.73480
H -1.55787 -0.51235 -2.03064
C -3.79558 -1.03736 -0.22646
H -3.21350 -1.90499 -0.53897
C -5.13375 -0.97756 -0.96878
H -5.87634 -0.47455 -0.34974
C -4.83747 -0.12706 -2.20009
H -4.29770 -0.71355 -2.94560
C -3.94107 0.97074 -1.63624
H -4.54360 1.69899 -1.09153
H -3.35888 1.49376 -2.39329
H -5.73845 0.27242 -2.66087
H -5.50557 -1.96932 -1.21920
H -3.93420 -1.08730 0.85244
H -1.29398 2.68561 2.05350
H 0.01198 1.45675 2.17679
H 2.43017 1.12096 0.85958
H 5.17916 0.86232 -1.53665
H 5.86946 -1.29283 -2.50194
H 4.66899 -3.36751 -1.89467
H 2.77605 -3.26135 -0.31885
H 0.72129 -3.82470 2.87847
H 0.92078 -2.17674 3.49154
H -0.65357 -2.97519 3.60314
*
```